Density functional theory data (the ωB97M-V functional and the def2-TZVPD basis) for a structure of composition C29H23Br2IN4O3Ru.

Geometry as XYZ:
```
63
Properties=species:S:1:pos:R:3:lowdin_spin:R:1
Ru 0.83554 0.09639 0.07309 2.36
C 0.12551 2.59689 -3.74344 0.00
C -0.21315 3.25217 -2.44323 0.02
N -0.51928 4.52474 -2.42511 0.00
C -0.82877 5.13749 -1.26757 0.02
C -0.87089 4.49756 -0.05745 0.00
C -1.19108 5.24161 1.21267 0.00
O -0.17012 5.05255 2.19532 0.00
C -0.53870 3.11749 -0.03191 0.03
C -0.57537 2.42110 1.21314 0.01
N -0.03929 1.25961 1.48053 0.02
C -0.05771 0.85724 2.86175 0.00
C 0.13288 1.81045 3.85996 0.00
C 0.12601 1.43508 5.19368 0.00
C -0.05442 0.10733 5.54817 0.00
C -0.21555 -0.85557 4.56341 0.00
C -0.20977 -0.47772 3.23158 0.01
I -0.40932 -1.94032 1.75634 0.13
C -0.19368 2.48791 -1.23845 0.03
O 0.07695 1.20621 -1.34253 0.16
H 0.02096 3.32397 -4.54327 0.00
H -0.53218 1.74680 -3.93404 0.00
H 1.15057 2.22062 -3.73096 0.00
H -1.04820 6.19595 -1.34179 0.00
H -2.12443 4.87652 1.64864 0.00
H -1.34007 6.29768 0.98952 0.00
H 0.42534 5.80851 2.18407 0.00
H -1.08937 2.91491 2.02910 0.00
H 0.30050 2.84848 3.59588 0.00
H 0.27302 2.18683 5.95687 0.00
H -0.06024 -0.18562 6.58880 0.00
H -0.34566 -1.89453 4.83421 0.00
C -2.80975 -0.72385 -0.77573 0.00
C -1.89003 -1.39048 -1.74775 0.02
C -2.41620 -2.07944 -2.85764 0.00
C -1.58187 -2.66597 -3.76999 0.02
C -0.19018 -2.54678 -3.59818 0.02
C 0.79861 -3.06952 -4.49673 0.22
Br 0.28386 -4.01164 -6.00886 0.10
C 2.15555 -2.87801 -4.26599 0.00
C 2.59622 -2.16416 -3.17039 0.15
Br 4.40927 -1.89076 -2.87246 0.05
C 1.66108 -1.60765 -2.24202 0.13
O 2.04046 -0.92540 -1.25110 0.23
C 0.24688 -1.84618 -2.47010 0.05
N -0.58099 -1.31376 -1.55762 0.11
H -3.61664 -0.22126 -1.30839 0.00
H -2.27420 0.00681 -0.17321 0.00
H -3.26737 -1.45935 -0.11097 0.00
H -3.48934 -2.13163 -2.98167 0.00
H -1.98241 -3.19773 -4.62185 0.00
H 2.87436 -3.28649 -4.96283 0.00
C 4.88490 -0.37623 2.84444 0.01
C 4.21346 0.83465 2.76366 0.00
C 3.05416 0.90396 2.01930 0.02
N 2.55555 -0.15852 1.36675 0.05
C 3.21588 -1.32468 1.43353 0.01
C 4.37462 -1.47331 2.16614 0.00
H 5.79425 -0.46258 3.42361 0.00
H 4.57810 1.71794 3.26754 0.00
H 2.50345 1.83173 1.93396 0.00
H 2.79044 -2.15021 0.88110 0.00
H 4.86686 -2.43445 2.19801 0.00
```

Expectation value of S²: 6.04
Charge: +2
Electronic energy (a.u.): -7103.72962
Energy above the lowest of the compared OMol25 structures with the same formula, charge and spin (kJ/mol): 8.4
Spin multiplicity: 5
M (g mol⁻¹): 863.31
HOMO energy (spin up / spin down) (eV): -13.608 / -13.757

Density functional theory data (the ωB97M-V functional and the def2-TZVPD basis) for a structure of composition C29H23Cl5F3N2O7S2Sc.

Geometry as XYZ:
```
72
Properties=species:S:1:pos:R:3:lowdin_spin:R:1
Sc 0.16574 0.87899 -0.34060 0.00
C -3.07404 4.65501 -1.77841 0.00
C -2.10724 3.83720 -2.63549 0.00
C -0.65910 4.19251 -2.28060 0.00
C -2.32864 2.34666 -2.49779 0.00
C -2.35300 1.50830 -3.60343 0.00
C -2.50611 0.13283 -3.46842 0.00
C -2.62833 -0.46091 -2.21798 0.00
C -2.83549 -1.94311 -2.06770 0.00
C -2.59346 0.37868 -1.09939 0.00
C -2.46495 1.75920 -1.23933 0.00
H -2.96433 5.71696 -2.00446 0.00
H -2.85441 4.53246 -0.71672 0.00
H -4.11236 4.36881 -1.95954 0.00
H -2.28091 4.08640 -3.68845 0.00
H -0.44984 3.97160 -1.23009 0.00
H -0.48699 5.26157 -2.42061 0.00
H 0.04933 3.63773 -2.89687 0.00
H -2.24971 1.93850 -4.59449 0.00
H -2.53621 -0.49229 -4.35468 0.00
H -3.03218 -2.40704 -3.03490 0.00
H -3.68571 -2.14826 -1.41459 0.00
H -1.96108 -2.43078 -1.63726 0.00
H -2.71753 -0.03566 -0.10275 0.00
H -2.45229 2.37449 -0.34925 0.00
Cl 2.54447 -4.03673 1.65395 0.00
C 3.22507 -3.03128 2.87720 0.00
C 2.55049 -1.90306 3.31770 0.02
C 3.01410 -1.04709 4.28900 0.02
Cl 1.53289 0.66614 4.48645 0.03
C 4.23987 -1.35115 4.85029 0.00
Cl 4.91572 -0.32280 6.08098 0.00
C 4.97208 -2.46649 4.43960 0.00
Cl 6.50870 -2.82709 5.14235 0.00
C 4.46371 -3.30826 3.44709 0.00
Cl 5.35407 -4.69100 2.93058 0.00
F 0.87025 5.07186 2.43694 0.00
C -0.18000 4.25376 2.01993 0.00
F -0.99516 4.23206 3.16869 0.00
F -0.90012 5.10817 1.17142 0.00
S 0.55495 1.90658 1.68901 0.00
O 1.26842 2.43159 0.35744 0.00
O 2.14252 1.04492 5.80788 0.00
O -0.94258 1.67434 1.16945 0.00
O 1.33301 -1.59292 2.68554 0.04
N 0.25500 -1.49507 3.59687 0.23
C 0.46706 -0.72008 4.71357 0.18
C -0.13734 -0.89590 5.91202 0.01
C -0.94139 -2.03068 6.08228 0.26
C -1.06782 -2.91953 4.98903 0.03
C -0.46557 -2.67397 3.79766 0.17
H 0.50850 1.55824 4.57761 0.00
H 0.05356 -0.17796 6.69902 0.00
H -1.40887 -2.23732 7.03203 0.02
H -1.65428 -3.82318 5.08246 0.00
H -0.51171 -3.31288 2.92917 0.01
O 0.62374 1.10351 -2.52483 0.00
C 0.81984 -0.12044 -2.64446 0.00
N 1.01247 -0.89648 -1.56348 0.00
S 1.23915 -2.46901 -1.97372 0.00
O 2.60022 -2.86420 -1.77350 0.00
O 0.20401 -3.29078 -1.41113 0.00
C 0.96075 -2.20950 -3.71223 0.00
C 0.93212 -3.12820 -4.74145 0.00
C 0.71341 -2.63686 -6.02327 0.00
C 0.53778 -1.27310 -6.25402 0.00
C 0.57113 -0.36348 -5.20592 0.00
C 0.78541 -0.85916 -3.93344 0.00
H 1.07159 -4.18489 -4.55762 0.00
H 0.67960 -3.32492 -6.85810 0.00
H 0.37060 -0.92375 -7.26454 0.00
H 0.42741 0.69814 -5.35770 0.00
```

Expectation value of S²: 0.78
Charge: -1
Electronic energy (a.u.): -5912.46708
Energy above the lowest of the compared OMol25 structures with the same formula, charge and spin (kJ/mol): 1294.6
Spin multiplicity: 2
M (g mol⁻¹): 854.86
HOMO energy (spin up / spin down) (eV): -3.258 / -3.258

Density functional theory data (the ωB97M-V functional and the def2-TZVPD basis) for a structure of composition C29H23ClN5PdSe.

Geometry as XYZ:
```
60
Properties=species:S:1:pos:R:3:nbo_charge:R:1
Pd 0.41869 -0.25057 -0.07657 0.53
C -0.94748 5.21106 -0.76273 -0.25
C -0.61109 4.44655 -1.87292 -0.21
C 0.11990 3.27815 -1.72159 -0.20
C 0.53269 2.85508 -0.45856 0.16
C 0.18977 3.62581 0.64852 -0.24
C -0.54477 4.79371 0.49805 -0.20
N 1.24700 1.64824 -0.30132 -0.63
C 2.57086 1.68295 -0.44564 0.21
C 3.31555 2.87095 -0.74488 -0.30
C 4.67478 2.84246 -0.87917 -0.17
C 5.41096 1.65081 -0.72062 -0.31
C 4.73438 0.49775 -0.42453 -0.17
C 3.33604 0.48846 -0.29728 0.03
N 2.63144 -0.66050 0.07337 -0.15
N 3.30297 -1.71581 0.11549 -0.23
C 2.68501 -2.81264 0.74562 0.32
C 2.89722 -4.07614 0.19443 -0.24
C 2.35257 -5.16658 0.83685 -0.17
C 1.64499 -4.96609 2.01609 -0.27
C 1.52797 -3.67432 2.49727 0.06
N 2.04234 -2.60733 1.88856 -0.43
H -1.52737 6.11808 -0.87917 0.20
H -0.92956 4.75596 -2.86119 0.20
H 0.37250 2.66363 -2.57752 0.21
H 0.50253 3.29077 1.62992 0.22
H -0.80975 5.37598 1.37226 0.21
H 2.78260 3.80389 -0.86360 0.22
H 5.19581 3.76664 -1.10429 0.20
H 6.48910 1.65116 -0.80984 0.20
H 5.26254 -0.43249 -0.26944 0.22
H 3.45646 -4.16457 -0.72644 0.22
H 2.46836 -6.16115 0.42470 0.21
H 1.19278 -5.79010 2.55090 0.21
H 0.98903 -3.47799 3.41789 0.19
Cl -4.77518 0.77117 4.70091 -0.05
C -3.81405 0.66403 3.24031 -0.05
C -4.41301 0.28059 2.05583 -0.26
C -3.63912 0.19843 0.90548 -0.16
C -2.27397 0.48591 0.91273 -0.02
C -1.47501 0.42345 -0.35442 -0.58
C -1.70673 0.86516 2.13190 -0.20
C -2.46197 0.95981 3.28911 -0.23
H -5.47014 0.04996 2.03283 0.21
H -4.10719 -0.09512 -0.02714 0.21
H -1.37222 1.43277 -0.75848 0.20
H -2.01333 -0.16631 -1.09391 0.20
H -0.64332 1.06581 2.17116 0.22
H -2.00566 1.24856 4.22683 0.21
Se -0.49868 -2.51726 0.03294 -0.22
C -1.82586 -2.59896 -1.33789 -0.14
C -3.17103 -2.78119 -1.02548 -0.30
C -4.10351 -2.87644 -2.04801 0.02
N -3.80332 -2.80356 -3.34379 -0.46
C -2.51277 -2.62916 -3.63740 0.02
C -1.50590 -2.52616 -2.69246 -0.29
H -3.48025 -2.84894 0.00929 0.23
H -5.15475 -3.01386 -1.81011 0.18
H -2.27166 -2.57074 -4.69489 0.18
H -0.47818 -2.37976 -2.99799 0.22
```

Charge: -1
Electronic energy (a.u.): -4382.25485
M (g mol⁻¹): 662.37
HOMO energy (eV): -4.363